[1]
67
Properties=species:S:1:pos:R:3:forces:R:3 method="wB97M-V/def2-TZVPD" e_above_lowest_kcal_mol=9.82 charge=-1 homo_energy_ev=-2.9
Y -0.0700 0.6833 0.0506 0.02 0.67 -0.14
C -2.3440 -2.9373 -1.4222 0.04 -0.04 -0.13
C -2.8264 -2.1049 -0.2492 -0.12 0.03 0.13
N -2.6997 -0.6517 -0.4091 0.04 0.12 0.15
C -3.4229 -0.1686 -1.5953 0.04 0.00 0.06
C -2.5009 0.0550 -2.7840 -0.06 0.07 -0.12
C -3.1678 -0.0319 0.8460 -0.14 -0.24 -0.01
C -3.2194 1.4898 0.8444 -0.12 -0.11 0.14
N -2.0238 2.0237 0.2354 0.11 0.39 0.11
C -2.0143 3.3413 -0.0860 0.08 -0.38 -0.02
C -1.0740 3.7686 -1.0487 -0.06 0.16 0.00
F -0.2591 2.8197 -1.5861 -0.02 -0.11 0.01
C -0.9754 5.0595 -1.4965 0.05 0.00 -0.04
F -0.0636 5.3532 -2.4419 -0.04 0.02 0.04
C -1.8110 6.0570 -1.0165 0.01 -0.06 0.00
C -2.7357 5.6721 -0.0681 -0.04 -0.06 0.05
F -3.5695 6.5939 0.4562 0.04 0.02 -0.03
C -2.8425 4.3733 0.3951 0.01 0.12 -0.07
F -3.7447 4.1317 1.3762 0.01 0.01 -0.03
H -2.3780 -3.9946 -1.1539 -0.01 0.00 0.03
H -1.3222 -2.6925 -1.7090 -0.03 0.01 0.03
H -2.9796 -2.8047 -2.2992 -0.01 0.01 0.00
H -2.2807 -2.3790 0.6552 0.03 0.00 -0.04
H -3.8858 -2.3519 -0.0500 0.03 0.00 -0.04
H -3.9020 0.7777 -1.3556 0.01 0.02 -0.01
H -4.2361 -0.8644 -1.8504 0.05 -0.02 -0.02
H -1.8077 0.8734 -2.5769 0.00 -0.01 0.05
H -3.0787 0.3448 -3.6655 0.00 -0.02 0.01
H -1.9208 -0.8302 -3.0342 0.02 -0.04 0.02
H -2.4968 -0.3902 1.6364 0.05 0.06 -0.03
H -4.1684 -0.4104 1.1214 0.01 0.02 -0.05
H -3.3714 1.7869 1.8905 0.09 0.02 -0.01
H -4.1278 1.8343 0.3298 0.05 -0.02 -0.07
H -1.7335 7.0759 -1.3606 -0.01 0.02 0.00
C 2.8386 0.8848 3.1615 -0.15 0.00 0.03
C 3.6556 0.8653 1.9055 0.14 0.02 0.05
C 4.9959 0.5188 1.9344 -0.01 0.02 0.07
C 5.7773 0.4871 0.7830 -0.02 -0.01 -0.01
C 5.1731 0.8211 -0.4254 0.01 0.01 0.02
C 3.8351 1.1697 -0.4986 0.07 0.03 -0.01
C 3.2016 1.5021 -1.8148 -0.11 -0.04 -0.18
C 3.0197 1.1935 0.6729 -0.26 0.01 0.06
N 1.6998 1.4582 0.6056 -0.23 -0.30 -0.27
H 3.4538 0.6706 4.0379 0.02 0.00 0.00
H 2.0214 0.1567 3.1234 0.04 -0.03 -0.03
H 2.3478 1.8531 3.2963 0.04 0.02 -0.02
H 5.4369 0.2654 2.8956 0.05 -0.01 -0.02
H 6.8232 0.2098 0.8272 0.01 0.01 0.00
H 5.7548 0.8080 -1.3437 0.03 -0.01 0.01
H 3.9464 1.5582 -2.6131 0.03 0.02 0.04
H 2.6554 2.4475 -1.7676 0.02 0.03 0.03
H 2.4643 0.7450 -2.1178 0.03 -0.01 0.08
O -0.2731 -2.3312 3.1867 -0.12 0.07 -0.08
C 0.1252 -2.4157 2.0488 0.38 -0.04 0.16
N 0.0967 -1.4281 1.0789 -0.16 -0.31 -0.14
C 0.5641 -1.9426 -0.0794 0.18 -0.44 -0.09
O 0.5936 -1.3160 -1.1570 -0.01 0.18 0.28
C 1.0098 -3.3599 0.1124 0.00 0.20 -0.06
C 1.5824 -4.2753 -0.7445 -0.01 -0.10 0.20
C 1.8954 -5.5206 -0.2003 0.02 0.00 -0.07
C 1.6395 -5.8128 1.1368 -0.01 -0.04 0.10
C 1.0593 -4.8738 1.9895 0.02 0.02 -0.26
C 0.7551 -3.6478 1.4382 -0.14 -0.04 0.14
H 1.7902 -4.0407 -1.7790 -0.01 0.05 -0.01
H 2.3561 -6.2724 -0.8286 -0.01 -0.03 0.02
H 1.8996 -6.7890 1.5273 0.02 -0.01 -0.05
H 0.8594 -5.0914 3.0295 -0.01 0.02 0.02

[2]
60
Properties=species:S:1:pos:R:3:forces:R:3 method="wB97M-V/def2-TZVPD" spin_multiplicity=6 e_above_lowest_kcal_mol=30.91 s_squared=8.764 charge=+1 homo_energy_ev="-9.9 / -9.9"
C 0.6420 -1.1361 -1.7380 0.47 0.20 -1.14
C 0.2100 0.0476 -2.4099 0.59 -0.51 -0.29
C 1.3657 0.8088 -2.7663 0.14 -0.92 -0.09
H -0.8217 0.3115 -2.6315 0.31 0.03 0.22
C 2.5191 0.0728 -2.3403 -0.37 -0.28 -0.62
C 2.0697 -1.1194 -1.6959 -0.07 -0.19 -0.91
H 2.7021 -1.9097 -1.2859 -0.23 0.35 -0.13
H -0.0004 -1.9409 -1.3867 0.17 0.32 -0.02
H 1.3587 1.7572 -3.3055 0.01 -0.31 0.24
H 3.5582 0.3575 -2.5150 -0.42 -0.13 0.08
Sm 1.3585 0.7358 -0.2108 -2.24 1.10 0.88
C -0.4452 1.9732 1.5655 -0.89 -0.20 0.86
H 0.6646 1.9398 1.5501 -0.27 0.50 0.44
H -0.7189 1.6370 2.5805 0.58 0.35 -0.15
H -0.7979 3.0000 1.4743 0.50 0.24 0.03
Si -1.9207 0.8567 0.7116 -0.63 -0.05 -1.25
C -3.6567 0.0207 0.5000 -0.54 0.46 -0.45
C -3.8308 -0.7328 -0.6701 -0.38 -0.65 0.68
H -3.3669 -0.4092 -1.6056 0.07 -0.29 0.29
C -4.5712 -1.9233 -0.6211 -0.07 0.19 0.15
H -4.6482 -2.5374 -1.5140 -0.02 -0.05 0.15
C -5.1944 -2.3095 0.5714 0.21 -0.01 -0.18
H -5.6644 -3.2925 0.6589 0.00 0.40 -0.13
C -5.1964 -1.4383 1.6645 -0.06 0.47 -0.01
H -5.7450 -1.6960 2.5697 0.02 0.03 -0.23
C -4.4756 -0.2397 1.6155 0.11 -0.96 -0.56
H -4.4930 0.4464 2.4636 0.24 -0.32 -0.04
C -2.1731 2.0659 -0.8213 0.81 0.80 0.51
C -3.3761 2.1638 -1.5326 0.16 0.30 -0.47
H -4.2866 1.7405 -1.1029 0.36 0.00 -0.25
C -3.4381 2.8096 -2.7814 0.13 0.10 0.40
H -4.3755 2.8112 -3.3438 0.29 0.09 0.23
C -2.3146 3.4725 -3.2885 -0.13 -0.37 0.12
H -2.3734 4.0101 -4.2381 0.07 -0.22 0.32
C -1.1288 3.4504 -2.5544 0.12 0.09 0.15
H -0.2572 3.9873 -2.9292 -0.17 -0.04 0.08
C -1.0614 2.7758 -1.3287 -0.70 0.04 -0.63
H -0.1307 2.8937 -0.7485 -0.27 -0.10 -0.06
H -0.9995 -0.0452 -0.0714 0.43 -0.39 -0.15
H -2.0518 -0.0403 1.9086 1.06 0.28 0.96
C 6.0126 0.5162 0.1302 -0.42 0.12 -0.07
C 6.2544 -0.5448 1.0103 -0.42 0.21 -0.07
C 5.1713 -1.1606 1.6411 -0.44 0.11 -0.13
C 3.8601 -0.7288 1.3804 0.85 1.12 -0.82
N 3.6402 0.3370 0.5400 1.13 -0.59 0.31
C 4.6935 0.9347 -0.0801 -0.10 -0.69 0.84
C 2.6687 -1.4443 1.8876 -1.47 -0.27 0.35
C 2.7511 -2.4469 2.8615 0.05 0.38 -0.39
C 1.6039 -3.1516 3.2365 -0.27 0.53 -0.15
C 0.3939 -2.8678 2.5970 0.33 -0.13 0.00
C 0.3876 -1.9222 1.5746 0.40 0.64 0.26
N 1.4580 -1.1288 1.3078 0.74 -1.67 0.39
H 6.8181 1.0162 -0.4081 -0.20 -0.19 0.23
H 7.2723 -0.8957 1.1908 -0.35 0.12 -0.05
H 5.3087 -2.0048 2.3119 0.20 0.22 -0.24
H 4.4517 1.7568 -0.7698 0.20 -0.39 0.39
H 3.7169 -2.6325 3.3271 -0.39 -0.16 -0.02
H 1.6515 -3.8931 4.0285 0.00 0.11 -0.13
H -0.5467 -3.3470 2.8809 0.45 -0.01 -0.23
H -0.5023 -1.7673 0.9548 0.29 0.20 0.51

[3]
60
Properties=species:S:1:pos:R:3:forces:R:3 method="wB97M-V/def2-TZVPD" e_above_lowest_kcal_mol=6.96 charge=+1 homo_energy_ev=-10.4
C 4.8217 -1.2884 3.0576 0.28 -0.18 -0.05
O 4.0511 -0.1811 3.4527 -1.91 0.10 0.19
C 2.6693 -0.4132 3.4898 0.68 0.11 -0.02
C 1.8463 0.6440 3.8824 0.76 -0.01 -0.12
C 0.4819 0.5039 3.9285 -0.29 -0.08 -0.02
C -0.1069 -0.7002 3.5851 -0.63 0.05 -0.25
N -1.5471 -0.8215 3.5763 -1.07 -1.54 0.78
C -2.4441 0.0431 3.0752 0.78 2.79 -1.53
N -3.6718 -0.4575 3.2200 0.43 -1.72 0.90
C -4.9488 0.1367 2.8241 0.50 -0.06 0.14
C -3.5666 -1.7088 3.8621 0.28 0.11 -0.07
C -2.2551 -1.9340 4.0904 -0.09 0.18 -0.26
C 0.6943 -1.7650 3.2054 -0.79 0.25 0.10
C 2.0611 -1.6265 3.1573 0.99 0.22 0.06
H 5.8713 -0.9972 3.0967 -0.16 0.08 0.03
H 4.6559 -2.1217 3.7413 0.10 -0.16 -0.05
H 4.5691 -1.5787 2.0369 0.07 -0.15 -0.06
H 2.3077 1.5794 4.1409 0.12 0.25 0.10
H -0.1463 1.3250 4.2244 -0.11 0.19 0.08
H -4.7690 1.0610 2.2768 0.13 -0.08 0.08
H -5.4958 -0.5597 2.1908 -0.01 -0.01 -0.01
H -5.5403 0.3517 3.7126 -0.04 0.04 -0.03
H -4.3937 -2.3544 4.0950 -0.17 0.10 0.01
H -1.8055 -2.7902 4.5642 0.16 0.11 -0.01
H 0.2317 -2.6951 2.9249 -0.04 -0.25 -0.09
H 2.6641 -2.4612 2.8488 0.02 -0.19 -0.05
C -2.6721 0.2550 -1.7710 0.06 -0.19 -0.12
C -3.4623 1.5058 -1.7497 -0.79 -0.33 -0.63
N -4.5478 1.7282 -2.5446 1.02 -0.44 0.63
C -5.0909 2.9855 -2.2680 -0.18 1.25 0.74
C -4.3140 3.5713 -1.2508 -0.51 0.44 -0.48
C -4.6989 4.8051 -0.7179 0.11 -0.38 -0.04
C -5.7958 5.4515 -1.2328 -0.25 -0.04 -0.17
C -6.5372 4.8868 -2.2725 0.14 0.10 0.11
C -6.2057 3.6538 -2.7859 0.44 -0.86 -0.20
C -3.2486 2.6413 -0.9286 0.94 0.67 1.11
C -2.2798 2.7638 0.0913 -1.34 -0.28 -0.91
C -1.9946 3.9413 0.8681 0.20 0.49 0.19
C -1.8818 5.2290 0.3024 -0.13 -0.41 0.00
C -1.6910 6.3343 1.0965 0.09 -0.07 -0.11
C -1.6113 6.2220 2.4823 -0.11 -0.22 0.14
C -1.5067 7.4411 3.3343 0.13 0.13 0.32
C -1.6625 4.9492 3.0474 -0.09 0.29 -0.05
C -1.8248 3.8330 2.2640 0.04 -0.47 -0.54
H -1.8523 0.2930 -1.0539 -0.12 0.03 -0.07
H -3.2976 -0.6053 -1.5259 -0.04 0.02 -0.02
H -2.2463 0.0836 -2.7611 0.00 0.00 -0.01
H -4.9557 1.0711 -3.2133 0.46 0.27 0.40
H -4.1486 5.2376 0.0955 -0.02 0.13 0.09
H -6.0902 6.4063 -0.8287 -0.04 0.11 0.05
H -7.3805 5.4232 -2.6754 -0.13 0.01 -0.06
H -6.7818 3.2019 -3.5750 -0.20 -0.03 -0.16
H -1.7966 1.8534 0.4025 0.23 -0.29 0.18
H -1.9537 5.3382 -0.7665 0.01 0.06 -0.22
H -1.6129 7.3111 0.6496 0.02 0.17 -0.16
H -1.4153 7.1854 4.3914 0.00 0.00 -0.11
H -0.6379 8.0398 3.0568 -0.04 0.03 -0.03
H -2.3941 8.0665 3.2213 0.03 0.02 -0.06
H -1.6026 4.8465 4.1176 0.06 -0.06 0.20
H -1.8815 2.8548 2.7096 -0.02 -0.35 0.16